C59H89BrGaN4P2SSi | ωB97M-V/def2-TZVPD

Geometry as ORCA input:
```
! wB97M-V def2-TZVPD RIJCOSX def2/J DEFGRID3
* xyz 1 1
Ga -0.86082 0.81072 0.21899
C -2.23319 -0.90668 2.63479
Si -0.98023 -1.31826 1.28434
C 0.45184 -2.20890 2.11100
C 0.17323 -2.71148 3.38964
C 1.12379 -3.39174 4.13170
C 2.39398 -3.56761 3.60667
C 2.68513 -3.09201 2.33965
C 1.72743 -2.43795 1.56651
P 2.08739 -1.87497 -0.14273
C 3.95435 -1.86425 -0.15693
C 4.47821 -0.83370 -1.16549
C 5.97427 -0.58367 -0.98227
C 6.77251 -1.87862 -1.09831
C 6.23543 -2.93132 -0.13302
C 4.73922 -3.16824 -0.34269
C 1.52761 -3.34078 -1.13907
C 1.96518 -3.18068 -2.59906
C 1.28644 -4.21449 -3.49526
C 1.54309 -5.63251 -2.99060
C 1.09998 -5.77871 -1.53674
C 1.80492 -4.75906 -0.64031
C -1.83267 -2.53241 0.11783
C -1.72002 -3.89613 0.41192
C -2.50322 -4.83569 -0.23907
C -3.43267 -4.42737 -1.18702
C -3.54068 -3.08462 -1.50975
C -2.72610 -2.13482 -0.88928
P -2.73177 -0.36351 -1.33322
C -4.47848 0.18538 -1.13717
C -5.42597 0.08470 -2.34101
C -6.89129 0.23993 -1.88936
C -6.99275 1.10668 -0.63744
C -6.29885 0.41672 0.55149
C -5.13115 -0.46787 0.08781
C -2.16381 -0.28109 -3.09093
C -0.69155 -0.71825 -3.10916
C 0.00831 -0.23983 -4.39220
C -0.98189 -0.11143 -5.55598
C -2.02675 -1.21546 -5.45642
C -2.91370 -1.02935 -4.20814
H -2.80026 -1.79770 2.92091
H -2.94776 -0.14619 2.31229
H -1.72437 -0.51352 3.51688
H -0.80472 -2.55672 3.83196
H 0.87810 -3.76503 5.11738
H 3.15684 -4.08232 4.17664
H 3.68698 -3.23958 1.95600
H 4.18311 -1.46432 0.84174
H 3.92643 0.09803 -1.05985
H 4.29668 -1.19906 -2.18529
H 6.14749 -0.15948 0.01584
H 6.32801 0.15420 -1.70726
H 7.83009 -1.68934 -0.90462
H 6.69984 -2.25636 -2.12400
H 6.40507 -2.59796 0.89759
H 6.77946 -3.86988 -0.25500
H 4.39127 -3.95490 0.32755
H 4.58701 -3.53747 -1.36186
H 0.43757 -3.21317 -1.12503
H 3.04978 -3.31126 -2.67297
H 1.74743 -2.16814 -2.95135
H 1.63265 -4.10397 -4.52642
H 0.20217 -4.03493 -3.50011
H 2.61293 -5.85717 -3.06643
H 1.02267 -6.35425 -3.62317
H 1.30073 -6.79055 -1.17764
H 0.01731 -5.62489 -1.47499
H 2.88035 -4.96110 -0.66237
H 1.47962 -4.87049 0.39658
H -1.02103 -4.22926 1.17038
H -2.40255 -5.88552 0.00646
H -4.06829 -5.15325 -1.67738
H -4.27730 -2.77739 -2.24022
H -4.36688 1.24073 -0.88199
H -5.30695 -0.87369 -2.84963
H -5.17127 0.86116 -3.06879
H -7.31237 -0.74480 -1.66796
H -7.48696 0.65361 -2.70370
H -8.03647 1.31036 -0.39749
H -6.52890 2.07865 -0.83455
H -7.01824 -0.19523 1.09890
H -5.92615 1.16981 1.25067
H -5.48357 -1.46585 -0.18564
H -4.41791 -0.61103 0.90148
H -2.19623 0.79197 -3.31991
H -0.66084 -1.80824 -3.03470
H -0.14942 -0.35900 -2.22489
H 0.78941 -0.95538 -4.66114
H 0.50549 0.71984 -4.21551
H -0.45053 -0.15945 -6.50693
H -1.47844 0.86335 -5.52889
H -1.51212 -2.18045 -5.40684
H -2.65330 -1.24457 -6.34820
H -3.23166 -2.01084 -3.85914
H -3.81133 -0.47272 -4.47701
C 3.15507 3.95166 5.59843
C 2.81331 2.77992 4.69789
N 3.77743 2.70431 3.60602
C 3.70823 1.80355 2.61835
S 2.46545 0.66251 2.51979
N 4.65148 1.80197 1.64483
C 5.91498 2.51987 1.45242
C 6.02311 3.93021 2.01612
H 2.42220 4.03378 6.39949
H 3.15320 4.89145 5.04317
H 4.13625 3.82525 6.06095
H 1.81519 2.89169 4.27347
H 2.81660 1.84004 5.25361
H 4.60476 3.26456 3.69815
H 4.53203 1.00270 1.04142
H 6.03863 2.58959 0.37002
H 6.74298 1.90752 1.82364
H 5.13011 4.52090 1.80857
H 6.86439 4.42583 1.53308
H 6.23421 3.95201 3.08594
C -5.13052 4.47269 3.37373
C -3.90947 3.62866 3.12022
C -3.24877 3.00422 4.16730
C -2.10536 2.24788 3.92093
C -1.35719 1.58582 5.04647
C -1.65547 2.12940 2.61818
C -2.31969 2.70892 1.51872
C -3.44694 3.48053 1.81267
N -1.80704 2.45497 0.23880
C -2.04662 3.38646 -0.88881
C -1.05177 3.07093 -2.01103
C -3.44623 3.28886 -1.51102
C -1.76154 4.83261 -0.45693
H -5.42288 4.44135 4.42199
H -5.97594 4.12923 2.77536
H -4.94431 5.51464 3.10657
H -3.61752 3.11256 5.18106
H -1.05652 2.31917 5.79748
H -0.46128 1.07629 4.68545
H -1.98720 0.84980 5.55055
H -0.73018 1.56683 2.47481
H -3.99869 3.97967 1.02921
H -0.06560 3.46913 -1.79151
H -0.96598 1.99179 -2.18465
H -1.38667 3.51558 -2.95007
H -3.55381 2.35574 -2.06831
H -3.58256 4.10737 -2.22091
H -4.25282 3.33957 -0.78138
H -2.49255 5.21578 0.25101
H -1.76905 5.48637 -1.33146
H -0.77659 4.89370 0.00860
Br 4.29333 4.69081 -1.49354
C 2.97539 3.47513 -0.93816
C 2.27849 3.69973 0.23938
C 1.29275 2.80345 0.59292
N 1.00251 1.72595 -0.14384
C 1.70116 1.50380 -1.25774
C 2.69586 2.35645 -1.70165
H 2.48484 4.55711 0.86339
H 0.70737 2.95539 1.49084
H 1.46171 0.60405 -1.80709
H 3.23030 2.14628 -2.61695
*
```

Gap between HOMO and LUMO = 7.09 eV
Energy relative to the best compared isomer or geometry (same formula, charge and spin) = 0.0 kJ/mol
LUMO = -2.33 eV